No. 1
# C34H37F6N6O4Ti

A structure of composition C34H37F6N6O4Ti in a non-equilibrium geometry (ωB97M-V/def2-TZVPD, the OMol25 dataset).

Geometry as ORCA input:
```
! RIJCOSX wB97M-V def2-TZVPD def2/J DEFGRID3
* xyz 2 2
Ti -0.1680 0.0544 0.0837
F -1.8400 3.1877 0.1223
F -4.0949 0.1463 1.8590
F -2.1214 2.3352 -1.8393
F -3.7979 3.2259 -0.8121
F -3.6366 2.2575 2.0007
F -5.2717 1.5814 0.7472
O 1.4423 -1.1663 0.0392
O -0.7487 -1.0812 -1.2862
O -1.8775 0.5854 0.5448
O 2.4320 5.6680 2.5588
N 0.7701 7.0143 3.2961
N -0.2878 -4.8019 -2.6963
N 0.7591 1.3520 -1.1363
N 0.8901 1.1796 1.8025
N 0.2679 2.3192 2.4353
N 2.4480 -3.3296 -1.2813
C -1.5395 3.3142 3.5772
C 1.2916 5.8311 2.9409
C 2.6933 -3.6953 2.3633
C 2.3393 1.3429 1.5750
C 0.6408 -1.2220 -6.7507
C 1.5332 2.4948 -0.6380
C 2.1728 -5.3539 -2.8049
C -0.6255 -3.5055 -2.4356
C 1.7257 -1.8419 1.1382
C 0.9271 3.4896 2.4345
C 2.4104 -3.0606 1.1345
C 2.8743 -4.0302 -2.5172
C -0.0315 -2.3417 -4.6061
C -4.0415 1.2823 1.1524
C 0.8211 -5.2612 -3.5128
C 1.2632 -1.3017 2.3474
C 1.5353 -1.9662 3.5250
C -2.7066 2.4870 -0.6428
C 0.5696 -0.0297 -4.5426
C -0.3163 -1.1161 -2.5375
C -0.8530 4.5155 3.6319
C 2.6960 2.0422 0.2407
C -0.3377 -2.3727 -3.2210
C -3.0445 1.1108 -0.0209
C -3.6554 0.1864 -1.0580
C 0.3844 4.6130 3.0220
C 0.7169 1.1405 -2.4234
C 2.7628 -3.7198 -0.0907
C 2.2763 -3.1650 3.5644
C 0.3965 -1.1815 -5.2662
C -0.9749 2.2245 2.9537
C 0.3202 -0.1589 2.1443
C 0.2424 0.0119 -3.1460
C 2.5583 -3.8466 4.8730
H 2.1061 -5.9591 -1.8958
H -2.9726 0.0437 -1.8905
H 3.2372 -4.6330 2.3542
H 1.9080 -2.4660 -1.3536
H -4.5882 0.6049 -1.4360
H -1.1756 -3.3723 -1.5158
H -0.3021 -1.1929 -7.2981
H 3.3274 2.9105 0.4442
H 0.9572 0.8658 -5.0114
H 2.8438 -5.9012 -3.4716
H 2.7380 0.3328 1.6034
H 3.9504 -4.1738 -2.4218
H 2.9972 -3.1579 5.5948
H -3.8642 -0.7786 -0.6001
H -0.6599 -5.4742 -2.0460
H -0.4073 -0.1112 2.9424
H 2.7151 -3.3222 -3.3311
H 1.1886 1.9028 -3.0467
H 1.1574 -1.5589 4.4579
H -1.3020 5.3597 4.1382
H 1.2423 -0.3764 -7.0795
H -0.1998 -3.2325 -5.1949
H 2.7814 1.8458 2.4377
H 3.2563 -4.6712 4.7406
H 1.1588 -2.1352 -7.0431
H 1.3698 7.8236 3.2540
H -2.5298 3.2007 3.9914
H 3.3087 1.3555 -0.3455
H 3.3355 -4.6424 -0.0219
H 0.9325 -4.5985 -4.3666
H 1.6459 -4.2483 5.3151
H 0.8429 3.1602 -0.1128
H -0.1930 7.1469 3.5442
H 1.8976 3.5541 1.9808
H 1.9300 3.0615 -1.4830
H -1.5029 1.3021 2.8055
H 0.5549 -6.2403 -3.9108
*
```

ΔE to the lowest compared entry with this formula, charge and spin, eV: 2.815
Energy, eV: -92398.931
Strongest force on any atom, eV Å⁻¹: 1.4
HOMO level (alpha / beta), eV: -10.71 / -13.11

***

No. 2
# C38H32BrCuN3O2P2

A structure of composition C38H32BrCuN3O2P2 (ωB97M-V/def2-TZVPD, the OMol25 dataset).

Geometry as ORCA input:
```
! RIJCOSX wB97M-V def2-TZVPD def2/J DEFGRID3
* xyz 1 1
Br -0.3118 6.8750 -3.5601
Cu -1.6331 0.7740 -0.1526
P -1.7938 -1.5035 -0.1730
P -1.0734 -0.0692 2.1312
O -2.1343 2.7569 -0.8263
O 0.0932 1.4734 -0.9974
N -1.1214 -1.6073 1.3881
N 3.5574 2.8196 -2.8755
N 2.4615 1.2310 -1.7742
C -3.0284 -4.0007 0.0391
C -0.1468 5.1799 -2.7640
C -5.3956 -4.3220 -0.2000
C 5.6723 -0.5982 -2.0768
C -1.6640 -0.3284 3.8127
C 1.7125 -0.5316 1.9051
C 0.1980 -2.6333 -3.5265
C -0.5527 -2.2554 -1.2667
C 0.6947 0.3173 2.3177
C 4.3577 -0.4273 -1.6996
C 4.4540 1.7733 -2.7097
C -4.4618 -2.1277 -0.4560
C -0.7387 -2.1282 -2.6416
C 6.3721 0.4112 -2.7629
C 0.0644 2.6813 -1.5892
C 3.7505 0.7847 -2.0221
C 1.0238 1.5784 2.8130
C -4.1286 -4.8384 0.0487
C -3.1926 -2.6347 -0.2008
C 5.7810 1.6123 -3.0945
C 1.3353 -3.2717 -3.0474
C -3.2903 0.1352 5.5272
C 2.3893 2.4349 -2.3009
C -5.5649 -2.9729 -0.4581
C -1.4736 -1.3826 5.9710
C 1.5206 -3.4116 -1.6810
C 0.5805 -2.9049 -0.7943
C 1.1586 3.2275 -2.2516
C 3.0396 -0.1289 1.9829
C -2.8120 0.3300 4.2370
C -3.4242 3.3776 -0.7902
C 2.3454 1.9797 2.8932
C 1.0413 4.4909 -2.8386
C -1.2541 4.6413 -2.1021
C -1.1349 3.3991 -1.5194
C 3.3589 1.1267 2.4731
C -2.6246 -0.7220 6.3855
C -0.9886 -1.1789 4.6916
H -6.5488 -2.5724 -0.6594
H 3.8028 -1.1974 -1.1813
H -1.1572 -2.4597 1.9326
H 3.7396 3.6924 -3.3357
H -2.0398 -4.4165 0.2003
H 2.0689 -3.6620 -3.7396
H -4.0564 2.7048 -0.2189
H -3.3592 4.3434 -0.2879
H 1.0291 1.0725 -1.1356
H 6.3286 2.3771 -3.6267
H 2.3947 -3.9264 -1.3034
H 0.0407 -2.5266 -4.5912
H -1.6157 -1.6257 -3.0356
H -6.2529 -4.9816 -0.1979
H 2.5859 2.9597 3.2829
H 0.2453 2.2618 3.1357
H -0.0700 -1.6656 4.3834
H -2.1760 5.1994 -2.0533
H 7.4022 0.2343 -3.0402
H -4.5878 -1.0684 -0.6441
H -3.3376 0.9882 3.5565
H -4.1819 0.6522 5.8536
H -0.9502 -2.0428 6.6488
H -4.0002 -5.8954 0.2379
H 1.8783 4.9333 -3.3599
H 6.1787 -1.5249 -1.8462
H -2.9977 -0.8758 7.3894
H -3.8098 3.4930 -1.8041
H 4.3921 1.4417 2.5314
H 1.4758 -1.5127 1.5129
H 3.8269 -0.7970 1.6615
H 0.7329 -3.0346 0.2698
*
```

Energy, eV: -181747.936
Strongest force on any atom, eV Å⁻¹: 0.7
HOMO level, eV: -10.45

***

No. 3
# C25H30BCl60N2O2

A structure of composition C25H30BCl60N2O2 in a non-equilibrium geometry (ωB97M-V/def2-TZVPD, the OMol25 dataset).

Geometry as ORCA input:
```
! RIJCOSX wB97M-V def2-TZVPD def2/J DEFGRID3
* xyz 1 1
Cl -6.6452 -0.0678 -7.6020
Cl 6.5294 5.2287 2.1357
Cl 4.0990 0.4453 -9.1392
Cl 2.7159 2.9302 5.4989
Cl -4.1263 -7.0637 -2.2575
Cl -11.8749 -4.5344 6.8004
Cl -0.6589 2.5597 -1.1377
Cl 4.9305 -1.4343 -7.0811
Cl -1.1472 2.3951 -5.4736
Cl -1.8697 -5.9794 -3.7396
Cl -1.3591 -3.2044 7.1101
Cl 0.5886 -3.9302 -6.1356
Cl 9.8719 3.4766 -3.4364
Cl 6.5883 1.3168 5.7722
Cl 12.6296 2.7260 -2.8935
Cl 8.2126 0.9743 -5.4365
Cl -5.9346 -2.6869 4.4487
Cl -3.7099 1.5170 -4.4212
Cl -2.8293 0.1806 11.7880
Cl -1.5552 -2.1209 13.0306
Cl 5.3730 3.2307 -4.6277
Cl -9.7657 -6.1578 -0.9696
Cl 3.8834 1.1773 -6.3319
Cl 1.2078 -1.9572 5.1449
Cl 0.3711 -3.1707 -3.3367
Cl -4.6266 -2.0282 -8.3417
Cl -11.5402 -4.8464 3.9261
Cl 8.8362 2.3991 4.2752
Cl 1.2989 -0.3500 -4.5845
Cl -7.9278 -3.1096 2.3730
Cl -1.6969 -0.4436 -5.1674
Cl -8.9227 -8.0078 1.1107
Cl -10.0055 -5.4053 1.8313
Cl 2.7333 -4.4134 4.8296
Cl 1.8120 2.4627 -4.0206
Cl -1.8762 -1.5129 4.7975
Cl 1.4304 -5.7827 -4.0560
Cl -0.0626 2.2290 5.0027
Cl 11.3232 1.7990 -5.3230
Cl 9.1458 1.7428 7.0922
Cl 6.6774 4.1381 -2.1886
Cl 3.9228 4.9011 -2.7329
Cl 8.5085 0.2784 -2.6255
Cl -0.0691 5.3943 -1.4083
Cl 1.3015 1.1959 7.3584
Cl 5.5515 8.5706 -7.3361
Cl -1.5747 -6.6438 -0.9226
Cl -6.9326 -0.4283 2.9077
Cl 3.7480 4.5257 1.6525
Cl -1.7664 -1.9630 10.1325
Cl -4.0795 0.8121 -8.6553
Cl 1.3383 0.6012 -1.8376
Cl 5.1242 3.4950 4.0013
Cl 6.3210 9.2421 -4.6127
Cl 2.2080 -2.7228 2.5202
Cl -2.6463 4.5409 -0.3610
Cl -2.8895 -0.7477 7.4146
Cl -13.6517 -6.2915 5.3112
Cl 6.6136 6.5118 -5.5758
Cl 5.9544 -0.1165 -3.9612
O -3.9559 -0.7492 -0.5201
O -1.6379 -0.9142 -1.5036
N -2.0467 1.2217 1.6801
N -0.6416 -0.7852 1.4140
C 4.8198 0.2737 -7.5330
C 1.5791 -3.3121 4.0686
C 1.1562 2.5649 6.2484
C -4.7136 0.2834 0.1746
C 1.3114 -4.0815 -4.5274
C 4.9711 4.8627 2.8880
C -6.5265 -2.1515 2.8684
C -1.9760 1.1716 -4.5033
C 6.6777 8.2263 -6.0165
C 8.3478 1.3033 5.5759
C -0.1472 -0.0284 2.5738
C 2.0302 0.8021 -3.4563
C -9.0517 -6.3068 0.6424
C 5.5025 4.5459 -3.4485
C 7.7144 -0.1363 -4.1508
C -0.9162 4.1728 -0.4528
C -12.7045 -4.7983 5.2596
C -1.7748 0.0151 0.9380
C -4.9108 -0.4105 -7.6831
C -6.2364 0.4669 -0.3803
C 11.4508 3.1214 -4.1524
C -2.3667 -7.0782 -2.4456
C -2.5124 -2.1036 6.3425
C -2.5418 -1.5620 11.6724
C -1.0245 1.2525 2.7515
B -2.5406 -0.5654 -0.4084
H -5.7333 -2.3003 2.1366
H 0.8347 3.4360 6.8180
H -4.2171 1.3123 0.0824
H -1.0559 -0.1101 -1.5629
H 2.3166 -3.6640 -4.5627
H -2.7743 1.9328 1.5220
H 8.6546 0.2938 5.3070
H -4.5071 -0.3765 -6.6720
H -2.0593 -8.0872 -2.7158
H -0.2707 -1.6728 1.0337
H 4.6520 5.7344 3.4574
H 0.6572 -3.8601 3.8775
H 11.7957 4.0107 -4.6774
H -6.8330 0.9495 0.4919
H -13.3858 -3.9660 5.0903
H -8.0492 -5.8820 0.6139
H -1.5728 1.2022 -3.4921
H 0.7306 -0.2503 3.2715
H -3.4321 -2.6529 6.1470
H 7.6862 8.4546 -6.3578
H -3.5032 -2.0715 11.7148
H -0.9600 2.0963 3.5334
H 5.8523 5.4395 -3.9689
H -4.8170 -0.0362 1.2970
H -6.3143 1.2163 -1.2505
H 8.0175 -1.1436 -4.4321
H -6.7534 -0.5349 -0.6049
H 3.0991 0.5981 -3.4008
H 5.8274 0.6864 -7.5632
H -0.5094 4.1845 0.5576
*
```

Energy, eV: -785498.722
Strongest force on any atom, eV Å⁻¹: 7.3
HOMO level, eV: -12.15

***

No. 4
# C4H5Cl2O2P

An isolated molecule of C4H5Cl2O2P in a non-equilibrium geometry (ωB97M-V/def2-TZVPD, the OMol25 dataset).

Geometry as ORCA input:
```
! RIJCOSX wB97M-V def2-TZVPD def2/J DEFGRID3
* xyz 0 1
Cl 1.5928 -2.0968 -0.0142
Cl -3.5565 -0.2897 1.3412
P -2.8321 0.0905 -0.5323
O -2.2891 -1.3881 -1.1141
O -4.0143 0.5265 -1.2714
C 0.1224 0.1130 0.0639
C -1.0498 -2.0247 -0.8393
C 0.5950 1.2919 0.7262
C 0.0616 -1.1162 -0.3308
H -1.2008 -2.7879 -0.0667
H 0.1961 1.5703 1.7551
H 0.6256 2.0801 0.0013
H 1.5184 1.0095 1.0212
H -0.7151 -2.5467 -1.7731
*
```

ΔE to the lowest compared entry with this formula, charge and spin, eV: 3.650
Energy, eV: -42655.437
Strongest force on any atom, eV Å⁻¹: 4.0
HOMO level (alpha / beta), eV: -9.49 / -9.00

***

No. 5
# C36H76BF4N4O2

A structure of composition C36H76BF4N4O2 in a non-equilibrium geometry (ωB97M-V/def2-TZVPD, the OMol25 dataset).

Geometry as ORCA input:
```
! RIJCOSX wB97M-V def2-TZVPD def2/J DEFGRID3
* xyz 3 1
F -3.4259 -2.5086 0.2523
F -3.7605 -2.1232 2.5289
F -2.7732 -0.4709 1.3000
F -1.6025 -2.1937 1.7706
O 7.5155 4.0206 -2.5336
O -0.8515 0.9482 7.3724
N 7.3970 4.2377 -3.7098
N -0.7856 -6.3524 1.5571
N -0.7592 0.6385 6.1669
N -4.1676 1.2714 -1.6840
C -0.1139 -5.6648 0.3781
C 8.2162 4.4723 -5.9203
C -1.3437 1.2703 3.7991
C 5.6117 6.0154 -3.3228
C -2.0550 -5.9516 3.7084
C -1.8444 -7.2795 0.9263
C -5.9721 -0.4785 -1.9672
C -4.6446 -0.0927 -1.2840
C 4.9699 3.7202 -3.7339
C 7.1551 5.6493 -6.2131
C 5.6556 4.8192 -4.2633
C 0.9177 0.3461 4.2912
C 9.4466 5.4621 -4.0826
C 1.6669 0.2160 6.5739
C 5.7039 4.9868 -5.9056
C -0.2531 0.3543 3.3129
C -1.2856 -5.3577 2.5066
C -3.0335 1.6500 -0.7559
C -0.9611 -4.8138 -0.4395
C -2.4444 -4.8346 4.7033
C -2.8201 -6.4976 0.1050
C 8.6393 4.1409 -4.5903
C -2.0808 -5.7375 -1.0699
C 0.4754 -0.0790 5.6503
C 9.6850 3.0463 -4.5371
C 0.2328 -7.2630 2.1752
C 0.0328 -1.6825 5.7566
C -1.8782 0.9425 5.2174
C -6.4663 1.9970 -2.1666
C -2.6588 2.2006 5.6378
C -7.0053 0.6073 -1.7345
C -3.4331 2.7907 -3.6795
C -2.6436 2.5648 -4.9853
C -2.8482 -0.3463 5.1756
C -5.2210 2.2685 -1.4113
C -3.6882 1.3393 -3.0737
B -2.9322 -1.8409 1.4453
H 10.3852 3.3558 -5.3318
H -3.8457 -0.1275 5.6019
H -2.8830 1.6521 -5.5721
H 1.5088 -0.0557 7.6565
H 1.9563 1.2465 6.5644
H 9.1918 6.2899 -4.7105
H 5.3806 3.4404 -2.8050
H -1.9658 3.0398 5.5359
H -3.4839 -7.3541 -0.2256
H -0.9512 2.2986 3.6885
H 9.0465 5.0381 -6.3966
H 7.9767 3.7712 -6.7010
H -1.4769 -4.0108 0.0248
H 5.5929 4.0846 -6.5377
H -3.8837 -0.8376 -1.5432
H -3.4594 2.2643 4.9155
H 5.3420 2.9018 -4.4010
H 0.6787 -4.9940 0.7965
H -0.4624 -1.8992 6.7066
H -2.4205 -1.1646 5.6852
H -1.6123 -6.4935 -1.7056
H 7.3325 5.8335 -7.2516
H -7.8753 0.3310 -2.3353
H -3.4246 -5.8203 0.7569
H -4.8143 -0.0689 -0.2007
H -0.1616 -7.9717 2.8789
H -1.6192 -4.3629 5.1058
H 0.4148 -6.4393 -0.1590
H -6.2373 -1.3807 -1.4351
H -4.7148 3.2176 -1.5582
H 10.1554 3.1505 -3.5560
H -7.2034 2.8469 -2.0326
H -1.4315 -6.6972 4.1654
H -2.8349 0.7374 -3.2101
H 0.9435 -2.2615 5.7831
H 9.5081 1.9940 -4.9193
H -1.8702 -4.6680 1.9308
H -3.0243 -6.3431 3.3338
H -2.8481 -5.1994 -1.6409
H -5.2952 2.2342 -0.3255
H -0.5853 -2.0222 4.9330
H 6.5284 6.6848 -3.3394
H 1.6691 -0.3598 3.9275
H -4.4076 0.8527 -3.7324
H 0.7083 -7.8359 1.3116
H 4.7072 6.6460 -3.4625
H -3.1268 2.1345 6.6139
H -2.8851 3.4875 -3.0432
H -2.3318 -7.8205 1.7377
H 0.0559 0.5649 2.2893
H 3.8906 3.5530 -3.7852
H -1.2438 -7.9708 0.3532
H -2.9804 -4.0600 4.1012
H 5.6086 5.4054 -2.3532
H -1.5922 2.5616 -4.6684
H -0.3610 -4.9189 2.8141
H -6.2343 1.8890 -3.1850
H 7.3720 6.5779 -5.6941
H -3.4132 1.8905 0.2285
H -7.1726 0.6746 -0.6248
H 4.9258 5.7097 -6.1995
H -4.4045 3.2078 -3.8685
H 1.4151 1.2854 4.3933
H -2.1688 1.0827 3.0901
H 2.4812 -0.4089 6.2528
H -0.3542 -4.4722 -1.2757
H -2.5650 2.5499 -1.1737
H 10.4274 5.1367 -4.3908
H -0.5805 -0.6698 3.1481
H -5.9469 -0.7484 -3.0821
H -2.6940 3.4023 -5.6613
H -2.8903 -0.7348 4.1813
H 9.4711 5.7660 -3.0010
H -3.1354 -5.1825 5.4386
H 0.9911 -6.6464 2.6610
H -2.3603 0.8027 -0.7575
*
```

ΔE to the lowest compared entry with this formula, charge and spin, eV: 0.000
Energy, eV: -60142.373
Strongest force on any atom, eV Å⁻¹: 5.9
HOMO level, eV: -16.55

***

No. 6
# C25H32ClGdNO10S

A structure of composition C25H32ClGdNO10S in a non-equilibrium geometry (ωB97M-V/def2-TZVPD, the OMol25 dataset).

Geometry as ORCA input:
```
! RIJCOSX wB97M-V def2-TZVPD def2/J DEFGRID3
* xyz 1 8
Gd 10.0749 8.1884 14.2330
Cl 16.6010 11.1300 12.1760
S 11.7961 11.5283 11.1755
O 13.0762 12.0722 11.5373
O 12.0950 8.7744 15.0505
O 8.5314 6.3785 13.5676
O 11.5582 7.4761 12.7058
O 7.4285 8.4531 15.0493
O 10.9397 5.8853 15.0198
O 8.7797 9.4111 12.6850
O 9.2671 7.1374 16.5952
O 9.3112 10.4857 14.5255
O 11.3475 10.2949 11.8014
N 10.5410 12.5659 11.5570
C 9.1855 12.0957 11.4342
C 12.3722 11.9972 8.5927
C 11.3118 10.8849 6.7222
C 9.9641 6.0488 17.2619
C 13.5865 8.6810 13.2000
C 8.8907 10.4718 13.3373
C 10.8334 10.1555 8.9968
C 13.9645 10.2955 15.0029
C 12.2317 11.8373 7.1867
C 11.1694 5.7055 16.4429
C 8.7590 5.0773 14.2047
C 8.4627 11.8442 12.7406
C 11.7244 11.1541 9.4606
C 10.2380 4.8303 14.3169
C 14.9844 10.7841 14.2743
C 15.3911 10.2279 13.0228
C 8.0198 7.4268 17.2038
C 13.1890 9.2314 14.4803
C 14.7163 9.1681 12.5504
C 7.1696 6.8511 13.3088
C 12.6905 7.7935 12.4306
C 6.5546 7.3598 14.5495
C 7.4025 8.6251 16.4484
C 10.6189 10.0820 7.5822
C 11.0658 10.7095 5.1976
H 8.4422 4.1853 13.5294
H 7.3637 11.7134 12.5713
H 10.2802 6.3610 18.2607
H 13.6008 10.7930 15.8692
H 7.4199 6.5117 17.1435
H 10.6398 4.8980 13.3232
H 8.0054 9.5232 16.6784
H 15.4872 11.6302 14.6733
H 8.5601 12.6631 13.4959
H 8.2246 4.9886 15.1349
H 10.3214 9.6778 9.7547
H 11.9889 6.3792 16.6877
H 11.9087 10.3214 4.6968
H 10.7325 13.5393 11.2589
H 12.7937 12.4470 6.4949
H 11.6302 4.6861 16.5786
H 10.8115 11.6787 4.7197
H 14.9647 8.8184 11.5618
H 10.2092 10.0409 5.0641
H 7.2329 7.6590 12.5633
H 9.1265 11.1467 10.8115
H 5.5869 7.7559 14.3292
H 12.9711 12.8436 8.9988
H 9.8456 9.3555 7.1136
H 8.0115 7.6830 18.2409
H 6.6343 6.0246 12.8729
H 9.2902 5.2270 17.4747
H 6.3585 8.7012 16.8330
H 10.4869 3.9231 14.7833
H 6.5235 6.5707 15.3203
H 13.1702 7.4342 11.5034
H 8.6518 12.8694 10.9285
*
```

ΔE to the lowest compared entry with this formula, charge and spin, eV: 0.000
Energy, eV: -92597.370
Strongest force on any atom, eV Å⁻¹: 4.2
HOMO level (alpha / beta), eV: -9.97 / -10.00